Entry from the OMol25 dataset: a 7-piece molecular cluster, C30H72Cl6N4 overall in a non-equilibrium geometry (ωB97M-V/def2-TZVPD).

```
112
Properties=species:S:1:pos:R:3:forces:R:3
C 2.475700 -2.020727 3.811051 -1.11 -0.70 -3.45
C 3.650682 -2.930936 4.086619 -3.79 -4.20 -2.12
N 3.810711 -4.127672 3.115042 1.37 -1.26 1.90
C 3.883213 -3.875738 1.706682 -1.81 -4.59 4.34
C 4.792025 -2.990379 1.250126 6.25 4.26 -6.47
C 4.931008 -5.027369 3.410233 1.85 0.18 2.27
C 4.675963 -5.762164 4.754785 7.81 0.99 -1.46
H 1.414770 -2.377208 3.675460 1.21 -0.68 0.50
H 2.657699 -1.603849 2.775387 -0.13 0.41 1.17
H 2.388651 -1.284109 4.551578 0.28 1.37 0.86
H 3.487835 -3.377335 5.020045 0.02 -0.79 1.44
H 4.446506 -2.351247 4.141510 4.18 2.59 0.03
H 3.002137 -3.498055 1.677152 -6.39 2.27 -1.86
H 3.920887 -4.881502 1.214034 -0.27 1.06 0.21
H 5.220209 -1.931022 1.568232 -0.66 -2.83 0.80
H 4.250802 -2.544144 0.365930 0.92 -0.54 -0.01
H 5.529429 -3.790893 0.786658 0.19 2.89 0.60
H 5.948522 -4.391157 3.665531 -1.91 -1.46 -1.13
H 5.172739 -5.848464 2.585055 -0.79 2.13 1.42
H 4.876806 -5.124207 5.588890 -0.31 0.32 0.60
H 5.487794 -6.610897 4.819541 -0.91 1.65 0.03
H 3.901145 -6.318606 4.815584 -6.03 -2.98 0.31
C 3.251277 -1.212042 -2.567727 -3.41 2.51 2.64
C 2.945900 -2.626354 -2.039366 -2.73 1.18 -0.67
N 1.826798 -3.253084 -2.951663 -0.02 0.57 5.96
C 2.117543 -3.618228 -4.223328 -7.65 7.31 -2.07
C 3.335367 -3.935564 -4.552313 8.49 -5.36 -6.48
C 1.241576 -4.356444 -2.206477 -2.54 -0.59 0.49
C 0.245949 -3.780691 -1.103333 -0.91 -1.75 0.28
H 3.619648 -1.078663 -3.500714 0.96 -0.58 -3.42
H 4.011025 -0.630191 -2.025600 -0.37 -0.43 0.69
H 2.222806 -0.435191 -2.618732 2.79 -2.50 0.53
H 2.424083 -2.476056 -0.994231 1.30 -0.67 -2.00
H 3.857706 -3.232422 -2.018887 -0.25 -0.12 0.30
H 2.080000 -2.681364 -4.863859 -1.23 0.37 0.57
H 1.181976 -4.079063 -4.591674 1.13 -0.85 -0.30
H 4.288916 -3.579992 -4.352898 1.25 1.47 2.78
H 3.642699 -3.571570 -5.646697 -1.44 -1.79 1.03
H 3.382664 -5.001610 -4.429851 1.31 -1.15 -0.57
H 1.997136 -4.991909 -1.762701 0.31 -0.35 0.40
H 0.600044 -5.105824 -2.891655 1.41 1.97 1.20
H -0.091709 -2.770439 -1.429153 -0.52 -1.06 -0.20
H 0.648637 -3.530415 -0.099934 0.37 -0.67 -0.53
H -0.594395 -4.631827 -0.891714 1.64 2.47 -0.59
C -2.463711 8.771980 -1.176759 1.42 -5.07 3.92
C -1.952280 7.316887 -0.748051 0.89 -1.82 1.57
N -1.272591 6.667516 -1.889720 -2.58 0.78 -1.16
C -0.278213 5.716992 -1.566067 3.44 7.52 1.78
C -0.416367 4.779446 -0.536562 0.37 -6.81 1.95
C -2.258243 6.089505 -2.911704 -0.18 1.89 -0.70
C -1.647639 5.736871 -4.267412 -1.20 -4.81 -0.30
H -2.971499 8.634691 -1.993911 -3.25 -0.77 -4.58
H -1.699063 9.354960 -1.442669 3.17 2.44 -0.26
H -3.088120 9.053468 -0.420064 -1.45 1.58 1.93
H -2.734416 6.463661 -0.383863 0.98 2.74 -0.54
H -1.148516 7.307946 0.205795 -2.00 0.42 -2.63
H 0.643860 6.322638 -1.074670 -1.41 -0.18 -1.84
H 0.005834 5.497015 -2.539291 1.35 -1.98 -1.08
H -1.052437 4.498223 0.301710 -0.73 2.01 0.18
H 0.566850 4.359962 -0.135194 -0.91 0.69 -0.92
H -0.800807 4.030960 -1.196080 -0.20 -2.36 0.04
H -3.132084 6.743518 -3.112519 0.91 0.63 0.29
H -2.819036 5.274949 -2.639265 -0.82 -2.66 1.85
H -0.747350 5.103255 -4.089432 -0.55 0.60 -0.69
H -1.470836 6.602407 -4.717653 1.59 3.58 -2.15
H -2.299500 5.108399 -5.181536 1.28 1.59 3.27
C -2.602365 0.894197 -0.103541 1.86 0.91 -3.46
C -1.195041 0.960604 0.277500 2.27 0.14 0.81
N -0.734886 -0.380250 0.681290 -5.44 2.32 4.96
C 0.607445 -0.566311 0.597138 -3.77 -4.69 -8.64
C 1.548304 0.385456 0.556926 4.13 6.00 -1.71
C -1.167853 -0.592273 2.112921 3.78 -1.98 -0.60
C -1.500493 -2.081311 2.334194 3.01 1.32 4.04
H -2.608326 0.319261 -1.040964 -0.95 -0.43 0.73
H -2.869672 1.872013 -0.372690 -0.51 1.67 -0.74
H -3.196100 0.714538 0.677419 -2.62 -1.82 2.78
H -0.956058 1.868768 0.986151 -0.22 -1.75 -0.84
H -0.588228 1.083880 -0.603140 0.15 0.93 -0.67
H 0.491301 -0.718682 -0.608907 1.05 -0.60 1.29
H 0.785180 -1.588912 0.798647 1.16 -0.81 1.15
H 1.554387 1.478750 0.352861 -2.33 -0.25 -0.25
H 2.280133 0.278935 -0.191013 1.59 -1.38 -0.46
H 1.897175 0.486976 1.453357 3.58 0.42 5.52
H -1.907393 -0.003853 2.470032 -2.91 1.98 0.29
H -0.296468 -0.217338 2.836353 -1.29 -1.14 -1.23
H -2.073351 -2.073712 3.349565 1.55 -0.70 -1.29
H -0.481971 -2.657738 2.288023 -1.97 0.69 0.76
H -2.103317 -2.579065 1.689756 -1.99 -0.77 -2.54
Cl -6.870770 1.500252 1.771946 -1.46 -1.10 -0.30
C -5.713659 2.753500 1.883299 -0.51 2.31 -2.24
C -5.405826 3.427616 0.477677 -1.36 2.17 2.46
Cl -3.884268 4.405546 0.650833 -0.45 -0.03 0.19
H -4.892339 2.319236 2.282942 3.06 -1.40 0.62
H -5.961615 3.438218 2.647851 -0.88 1.13 0.46
H -6.252727 4.196435 0.131701 1.90 -2.27 0.50
H -5.066711 2.651356 -0.132253 -0.36 -0.98 -1.61
Cl -2.017691 1.819365 -4.339281 -0.53 0.44 0.52
C -0.969999 0.437837 -4.037013 -0.72 -2.01 2.74
C 0.338177 0.688584 -4.639699 1.65 -1.47 -1.02
Cl 1.303349 1.934021 -3.745935 -0.34 -0.47 -0.29
H -1.466201 -0.426354 -4.555036 0.60 0.67 0.60
H -0.807874 0.155287 -2.881948 -0.86 0.85 -2.41
H 0.055258 1.125750 -5.628484 1.26 -0.63 0.39
H 0.930851 -0.359326 -4.625525 -1.06 2.62 -0.39
Cl -6.917996 -0.910362 6.170176 -0.56 0.38 -0.02
C -5.939433 -2.008872 5.257785 1.51 -2.35 -1.66
C -4.990759 -1.401003 4.184330 -1.21 -0.65 -1.05
Cl -3.848209 -0.205141 4.762662 0.16 0.35 0.36
H -6.515093 -2.908646 4.724725 0.83 2.21 1.27
H -5.218614 -2.477048 5.956584 -0.69 0.08 -0.10
H -5.473299 -1.002459 3.274878 -0.28 0.23 0.77
H -4.421668 -2.226349 3.758211 0.21 -0.20 0.39
```
Positions in Å, forces in eV/Å.

- LUMO level: 0.021 Ha
- SMILES: CCN(CC)CC.CCN(CC)CC.CCN(CC)CC.CCN(CC)CC.ClCCCl.ClCCCl.ClCCCl
- Energy: -113352.631 eV
- Gap between HOMO and LUMO: 8.452 eV